Entry 1:
{
  "formula": "C4H8O2",
  "method": "ωB97M-V with the def2-TZVPD basis set",
  "e_above_lowest_kj_mol": 233.6,
  "mol_weight_g_mol": 88.11,
  "species": ["C", "C", "C", "C", "H", "H", "H", "H", "H", "H", "H", "H", "O", "O"],
  "positions_angstrom": [[0.22, 1.08, -0.28], [0.97, -0.25, -0.11], [-0.16, -0.72, 0.87], [-1.01, 0.13, 0.01], [-0.29, 2.25, -1.85], [0.30, 1.79, 0.63], [2.06, -0.26, 0.11], [0.97, -0.83, -1.02], [-0.03, -0.17, 1.80], [0.30, -2.65, 0.92], [-1.23, -0.41, -0.88], [-1.98, 0.46, 0.31], [0.41, 1.72, -1.52], [-0.52, -2.13, 1.02]],
  "nbo_charge": [0.12, -0.44, 0.09, -0.44, 0.48, 0.16, 0.20, 0.22, 0.16, 0.47, 0.21, 0.20, -0.72, -0.71]
}

=====

Entry 2:
{
  "formula": "C4H8O2",
  "method": "ωB97M-V with the def2-TZVPD basis set",
  "e_above_lowest_kj_mol": 405.2,
  "mol_weight_g_mol": 88.11,
  "species": ["C", "C", "O", "C", "C", "O", "H", "H", "H", "H", "H", "H", "H", "H"],
  "positions_angstrom": [[-1.06, 0.25, -1.16], [-0.36, 0.18, 0.17], [-0.32, -1.22, 0.55], [-0.34, -1.55, 1.81], [1.13, 0.54, 0.21], [1.85, 0.05, -0.88], [-0.55, -0.38, -1.89], [-2.09, -0.11, -1.05], [-1.08, 1.28, -1.51], [-0.89, 0.77, 0.94], [1.53, 0.10, 1.14], [-0.80, -0.64, 2.30], [1.25, 1.63, 0.23], [1.72, -0.90, -0.89]],
  "nbo_charge": [-0.63, 0.06, -0.49, 0.13, -0.08, -0.70, 0.23, 0.22, 0.22, 0.19, 0.17, 0.03, 0.19, 0.47]
}